{
  "formula": "C9H27FNa3O12P3",
  "method": "ωB97M-V/def2-TZVPD",
  "elements": ["P", "P", "P", "Na", "Na", "Na", "F", "O", "O", "O", "O", "O", "O", "O", "O", "O", "O", "O", "O", "C", "C", "C", "C", "C", "C", "C", "C", "C", "H", "H", "H", "H", "H", "H", "H", "H", "H", "H", "H", "H", "H", "H", "H", "H", "H", "H", "H", "H", "H", "H", "H", "H", "H", "H", "H"],
  "coordinates": [[-2.25, 0.26, 3.70], [0.91, 3.67, 0.36], [1.42, -4.53, -3.47], [-1.82, -3.37, -0.93], [-0.12, -1.94, 1.71], [-2.14, 0.50, -1.61], [-1.10, -1.14, -0.32], [1.29, 3.29, 1.86], [2.39, -5.69, -3.66], [-2.36, 1.83, 3.62], [-1.11, -0.32, 2.96], [-2.24, -0.06, 5.22], [2.37, -3.30, -3.14], [0.38, -4.78, -2.46], [1.67, 2.65, -0.58], [0.89, -4.25, -4.94], [-3.68, -0.28, 3.26], [1.71, 4.96, 0.07], [-0.54, 3.65, 0.17], [-3.98, -0.54, 1.89], [-3.35, 0.39, 6.04], [1.24, 1.30, -0.50], [1.95, -2.03, -2.68], [-0.05, -3.21, -5.15], [3.25, -5.92, -4.79], [2.61, 2.85, 2.19], [-1.87, 2.49, 2.44], [1.30, 6.28, 0.46], [-4.86, -1.17, 1.89], [-3.14, -0.97, 1.33], [-2.10, 1.97, 1.51], [0.36, 6.52, -0.02], [-0.29, -2.61, -4.28], [2.92, 3.40, 3.08], [-4.17, 0.42, 1.39], [2.05, 6.98, 0.08], [1.31, 6.45, 1.53], [4.16, -5.34, -4.76], [0.98, -2.06, -2.16], [-2.94, 1.09, 6.76], [2.73, -5.62, -5.70], [-0.91, -3.53, -5.72], [3.46, -6.98, -4.85], [-0.78, 2.50, 2.47], [2.02, -1.29, -3.47], [3.38, 3.12, 1.46], [0.59, 1.02, 0.33], [2.10, 0.65, -0.35], [2.60, -1.74, -1.85], [0.44, -2.46, -5.79], [-4.16, 0.92, 5.53], [-2.20, 3.52, 2.38], [0.76, 1.12, -1.47], [2.65, 1.79, 2.40], [-3.74, -0.47, 6.56]],
  "mulliken_charge": [0.9274, 1.1552, 0.9860, 0.9138, 0.9773, 0.8942, -0.8720, -0.2830, -0.2908, -0.3144, -0.6302, -0.3974, -0.2990, -0.6492, -0.3941, -0.2777, -0.3046, -0.3167, -0.7312, -0.4027, -0.6891, -0.3076, -0.5831, -0.5412, -0.6157, -0.7492, -0.4949, -0.6999, 0.3246, 0.0845, 0.1257, 0.3057, 0.1045, 0.3176, 0.2368, 0.2666, 0.3085, 0.2676, 0.1410, 0.2876, 0.3056, 0.3130, 0.2474, 0.3061, 0.3347, 0.3721, 0.1048, 0.2658, 0.3426, 0.2885, 0.3214, 0.3576, 0.1545, 0.2331, 0.2719],
  "e_tot_ha": -2872.74219,
  "charge": 2,
  "homo_ev": -15.362,
  "e_above_lowest_ev": 0.786,
  "lumo_energy_ev": -6.96
}

{
  "formula": "C9H27N9O18",
  "method": "ωB97M-V/def2-TZVPD",
  "elements": ["O", "O", "O", "O", "O", "O", "O", "O", "O", "O", "O", "O", "O", "O", "O", "O", "O", "O", "N", "N", "N", "N", "N", "N", "N", "N", "N", "C", "C", "C", "C", "C", "C", "C", "C", "C", "H", "H", "H", "H", "H", "H", "H", "H", "H", "H", "H", "H", "H", "H", "H", "H", "H", "H", "H", "H", "H", "H", "H", "H", "H", "H", "H"],
  "coordinates": [[-1.25, -2.59, 2.54], [-3.11, 0.32, 1.82], [-3.65, -1.80, -2.74], [4.57, 3.61, 3.06], [-5.01, 0.84, 0.99], [6.60, 1.73, 1.44], [0.45, 2.96, -0.42], [-1.37, -3.64, 0.67], [7.18, 0.39, -0.11], [-2.92, 2.34, -2.68], [4.89, -5.65, 1.71], [1.06, -1.96, 0.71], [-1.77, 0.53, -2.83], [-3.16, -1.51, -0.68], [3.47, 5.20, 2.11], [1.94, 4.09, -1.46], [4.32, -4.60, 3.49], [2.15, -0.13, 0.59], [-1.84, -3.23, 1.71], [6.42, 0.74, 0.75], [-2.48, 1.39, -3.30], [-3.80, 1.02, 1.09], [1.10, -0.76, 0.67], [3.80, 4.03, 2.22], [0.89, 3.48, -1.42], [-3.99, -1.58, -1.58], [4.10, -4.97, 2.34], [-5.44, -1.58, -1.27], [2.80, -4.69, 1.70], [-3.14, 2.15, 0.44], [-3.26, -3.55, 1.97], [0.09, 3.39, -2.65], [-2.70, 1.37, -4.77], [3.20, 3.02, 1.33], [-0.18, -0.08, 0.33], [5.23, -0.10, 1.03], [2.93, -3.81, 1.07], [3.61, 3.12, 0.33], [2.14, 3.28, 1.28], [-0.19, 0.90, 0.80], [-5.74, -0.53, -1.17], [-3.77, -2.60, 2.13], [0.17, 2.41, -3.10], [3.37, 2.07, 1.82], [-3.29, -4.18, 2.86], [-5.62, -2.13, -0.35], [5.69, -1.07, 1.20], [-3.88, 2.84, 0.04], [2.07, -4.39, 2.45], [-1.72, 1.47, -5.23], [-3.09, 0.37, -4.94], [-5.93, -2.05, -2.11], [4.69, 0.22, 1.92], [0.43, 4.09, -3.41], [-3.39, 2.17, -5.01], [-0.93, -0.72, 0.78], [-0.31, -0.06, -0.75], [4.59, -0.04, 0.16], [-3.67, -4.02, 1.09], [-0.92, 3.73, -2.45], [-2.37, 2.62, 1.04], [2.51, -5.58, 1.16], [-2.58, 1.76, -0.41]],
  "mulliken_charge": [-0.5308, -0.5207, -0.5244, -0.5383, -0.6033, -0.5201, -0.3845, -0.4997, -0.5667, -0.5430, -0.5261, -0.4904, -0.3802, -0.3303, -0.5930, -0.5294, -0.5282, -0.6031, 0.9792, 0.9505, 0.8468, 1.0564, 0.9451, 0.9551, 0.8210, 0.8096, 0.8873, -0.8316, -0.6828, -0.5184, -0.7997, -0.7715, -0.8511, -0.3812, 0.0449, -0.7241, 0.2641, 0.2359, 0.2391, 0.1169, 0.2962, 0.2519, 0.2359, 0.0692, 0.3164, 0.2505, 0.3614, 0.3353, 0.2853, 0.3086, 0.2992, 0.3428, 0.2702, 0.3826, 0.3111, -0.3185, 0.2279, 0.2660, 0.2906, 0.2462, 0.2883, 0.3028, 0.0009],
  "e_tot_ha": -2205.36168,
  "charge": 0,
  "homo_ev": -10.379,
  "e_above_lowest_ev": 0.973,
  "smiles": "C[N+](=O)[O-].C[N+](=O)[O-].C[N+](=O)[O-].C[N+](=O)[O-].C[N+](=O)[O-].C[N+](=O)[O-].C[N+](=O)[O-].C[N+](=O)[O-].C[N+](=O)[O-]",
  "lumo_energy_ev": -0.97
}

{
  "formula": "C9H29AsO7P2PdSbSe4Si3",
  "method": "ωB97M-V/def2-TZVPD",
  "elements": ["Sb", "Pd", "Se", "Se", "Se", "Se", "As", "P", "P", "Si", "Si", "Si", "O", "O", "O", "O", "O", "O", "O", "C", "C", "C", "C", "C", "C", "C", "C", "C", "H", "H", "H", "H", "H", "H", "H", "H", "H", "H", "H", "H", "H", "H", "H", "H", "H", "H", "H", "H", "H", "H", "H", "H", "H", "H", "H", "H", "H"],
  "coordinates": [[-3.01, -0.41, 2.71], [-0.61, -0.18, 2.10], [-5.06, -0.11, 1.54], [-3.43, -1.21, 5.03], [-1.87, 1.99, 2.92], [-1.49, -2.53, 2.00], [-0.23, 0.12, -0.46], [2.40, -0.41, 3.23], [0.10, -1.18, 4.86], [2.06, -0.17, -1.03], [-0.81, 2.28, -1.19], [-1.34, -1.38, -1.91], [-0.42, 0.18, 4.49], [2.70, 0.64, 4.42], [-0.87, -2.33, 4.78], [0.78, -1.18, 6.32], [1.61, 0.34, 2.17], [1.37, -1.48, 3.93], [3.62, -1.16, 2.86], [-0.44, -3.03, -1.87], [-1.40, -0.76, -3.68], [-3.10, -1.61, -1.34], [2.69, -1.77, -0.31], [-2.68, 2.39, -1.17], [2.18, -0.30, -2.90], [3.05, 1.33, -0.51], [-0.03, 3.52, -0.03], [-0.17, 2.66, -2.92], [3.24, -0.33, -3.17], [-3.10, 2.11, -0.20], [2.80, 2.21, -1.11], [-3.18, -2.06, -0.35], [-0.57, 3.63, -3.23], [-1.81, -1.55, -4.31], [3.62, -2.04, -0.83], [-3.11, 1.73, -1.93], [2.92, -1.68, 0.75], [1.99, -2.59, -0.46], [0.37, -1.88, 6.83], [2.89, 1.53, 0.55], [1.73, 0.55, -3.41], [-2.06, 0.11, -3.77], [3.45, 0.31, 4.93], [0.52, -2.99, -2.37], [0.92, 2.73, -2.93], [1.05, 3.39, 0.02], [-3.65, -0.67, -1.31], [1.73, -1.22, -3.29], [-0.23, 4.54, -0.40], [-1.06, -3.78, -2.38], [-0.42, 3.44, 0.99], [-3.00, 3.41, -1.40], [-3.61, -2.28, -2.04], [-0.42, -0.49, -4.07], [-0.28, -3.37, -0.84], [4.12, 1.11, -0.66], [-0.48, 1.92, -3.66]],
  "lowdin_spin": [0.0349, 0.6798, 0.0435, 0.8228, 0.8617, 0.8369, 0.1304, 0.0022, 0.0259, 0.0171, 0.0239, 0.0204, 0.1544, 0.0016, 0.1946, 0.0112, 0.0299, 0.0015, 0.0023, 0.0051, 0.0072, 0.0182, -0.0006, 0.0057, 0.0100, 0.0006, 0.0021, 0.0107, 0.0017, 0.0088, 0.0001, 0.0201, 0.0017, 0.0011, -0.0001, 0.0004, -0.0001, -0.0001, 0.0004, 0.0001, 0.0003, 0.0000, 0.0000, 0.0003, 0.0000, 0.0002, 0.0012, 0.0000, -0.0001, 0.0001, 0.0032, 0.0000, 0.0005, 0.0002, 0.0055, 0.0000, 0.0002],
  "e_tot_ha": -14648.31289,
  "charge": -1,
  "homo_ev": [-5.158, -5.567],
  "lumo_energy_ev": [1.34, 0.54],
  "spin_multiplicity": 5
}

{
  "formula": "C9H29B2NNaO",
  "method": "ωB97M-V/def2-TZVPD",
  "elements": ["Na", "O", "N", "C", "C", "C", "C", "C", "C", "C", "C", "C", "B", "B", "H", "H", "H", "H", "H", "H", "H", "H", "H", "H", "H", "H", "H", "H", "H", "H", "H", "H", "H", "H", "H", "H", "H", "H", "H", "H", "H", "H", "H"],
  "coordinates": [[-15.44, 18.36, 0.02], [-16.17, 17.38, -2.36], [-15.01, 20.74, -0.54], [-13.85, 21.03, -1.42], [-13.92, 19.97, -2.59], [-17.43, 21.29, -0.39], [-18.15, 16.11, -2.24], [-17.35, 17.30, -2.66], [-14.71, 21.24, 0.82], [-16.10, 21.56, -1.10], [-13.65, 20.40, 1.54], [-17.95, 18.36, -3.50], [-16.42, 17.41, 2.69], [-13.44, 16.08, 0.23], [-15.58, 17.44, 1.91], [-15.92, 17.23, 3.72], [-17.29, 19.22, -3.58], [-18.20, 17.97, -4.49], [-12.68, 20.72, 1.16], [-14.78, 20.12, -3.24], [-12.51, 15.56, -0.24], [-13.65, 20.77, 2.57], [-15.77, 22.61, -1.10], [-18.19, 15.50, -3.15], [-12.90, 20.81, -0.92], [-17.09, 16.50, 2.44], [-14.03, 18.97, -2.19], [-13.10, 16.52, 1.25], [-18.87, 18.77, -3.07], [-14.30, 22.27, 0.81], [-13.60, 22.02, -1.82], [-16.97, 18.44, 2.65], [-17.85, 22.01, 0.32], [-13.90, 16.87, -0.45], [-15.61, 21.38, 1.42], [-18.18, 21.25, -1.17], [-19.16, 16.39, -1.93], [-13.02, 20.01, -3.21], [-14.25, 15.26, 0.39], [-17.68, 15.53, -1.45], [-16.24, 21.28, -2.15], [-13.80, 19.34, 1.73], [-17.37, 20.35, 0.17]],
  "mulliken_charge": [0.0204, -0.5506, 0.5462, -0.6711, -1.0542, -1.1796, -1.1712, 0.9465, -0.6451, -0.5880, -1.2655, -1.0457, 0.6230, 0.8809, -0.4273, -0.2339, 0.1611, 0.3603, 0.3915, 0.2185, -0.2355, 0.3791, 0.3883, 0.3315, 0.2728, -0.2833, 0.2069, -0.3230, 0.3327, 0.2856, 0.3430, -0.2913, 0.3346, -0.5329, 0.4787, 0.3340, 0.3543, 0.4331, -0.3399, 0.3262, 0.3190, 0.3368, 0.2334],
  "e_tot_ha": -702.21813,
  "charge": -1,
  "homo_ev": -4.556,
  "e_above_lowest_ev": 1.066,
  "lumo_energy_ev": 2.02
}

{
  "formula": "C9H29BrN4O2P2",
  "method": "ωB97M-V/def2-TZVPD",
  "elements": ["Br", "P", "P", "O", "O", "N", "N", "N", "N", "C", "C", "C", "C", "C", "C", "C", "C", "C", "H", "H", "H", "H", "H", "H", "H", "H", "H", "H", "H", "H", "H", "H", "H", "H", "H", "H", "H", "H", "H", "H", "H", "H", "H", "H", "H", "H", "H"],
  "coordinates": [[2.86, -4.98, -5.06], [2.18, -4.29, -2.89], [-1.13, 2.41, 1.43], [0.02, -2.06, -1.70], [-2.11, 1.34, 1.80], [-0.50, 1.84, -0.07], [-0.63, 4.09, 1.13], [-0.05, 2.29, 2.75], [-0.67, -5.66, -0.97], [-0.58, 1.70, 3.97], [1.36, 2.01, 2.62], [-0.79, -4.33, -1.61], [1.66, -3.72, -1.16], [-1.51, 1.87, -1.11], [0.16, 4.49, -0.02], [0.23, 0.58, -0.11], [-1.72, 5.05, 1.36], [0.19, -3.32, -1.04], [-1.81, -3.97, -1.49], [-2.22, 4.84, 2.31], [0.51, 5.51, 0.17], [1.89, 2.37, 3.51], [-1.98, 2.86, -1.16], [0.30, -5.90, -0.82], [-2.48, 5.02, 0.56], [2.25, -2.84, -0.91], [1.90, -5.63, -2.63], [-0.56, -4.43, -2.68], [-0.41, 4.51, -0.96], [0.60, 0.40, -1.12], [-1.06, 1.68, -2.09], [0.02, 2.02, 4.82], [-1.32, 6.07, 1.42], [-0.88, -2.00, -2.02], [0.00, -3.14, 0.02], [1.11, 0.61, 0.53], [-0.59, 0.61, 3.94], [1.56, 0.93, 2.53], [1.86, -4.49, -0.42], [-0.99, -6.34, -1.66], [1.03, 3.86, -0.15], [-2.31, 1.13, -0.94], [1.30, -3.41, -3.50], [3.49, -3.85, -2.68], [1.81, 2.53, 1.77], [-1.60, 2.04, 4.15], [-0.39, -0.28, 0.18]],
  "mulliken_charge": [-0.4773, 0.3140, 0.6178, -0.4449, -0.8752, 0.2638, 0.1464, 0.2499, -0.7184, -0.9673, -1.0379, -0.5452, -1.4824, -1.1916, -0.9093, -1.1782, -0.9787, 0.1450, 0.4226, 0.3050, 0.3947, 0.3625, 0.3649, 0.2476, 0.3194, 0.5201, 0.0703, 0.4097, 0.3037, 0.4267, 0.3295, 0.3507, 0.3573, 0.2818, 0.2503, 0.1893, 0.2843, 0.3796, 0.5651, 0.2710, 0.2424, 0.3165, 0.0794, 0.1046, 0.2201, 0.3109, 0.3891],
  "e_tot_ha": -3986.44646,
  "charge": 0,
  "homo_ev": -8.274,
  "e_above_lowest_ev": 0.000,
  "smiles": "CN(C)P(=O)(N(C)C)N(C)C.NC[C@H](O)C[PH3]Br",
  "lumo_energy_ev": 0.35
}

{
  "formula": "C9H2Cl7O5Os",
  "method": "ωB97M-V/def2-TZVPD",
  "elements": ["Os", "Cl", "Cl", "Cl", "Cl", "Cl", "Cl", "Cl", "O", "O", "O", "O", "O", "C", "C", "C", "C", "C", "C", "C", "C", "C", "H", "H"],
  "coordinates": [[2.01, 1.50, -0.20], [4.13, 2.03, 0.78], [3.71, 0.53, -1.61], [-2.78, -4.43, 1.19], [0.04, -3.24, 1.81], [-0.99, 1.22, -0.98], [-4.02, -0.06, -1.68], [-4.75, -2.80, -0.54], [1.09, 2.47, 1.22], [-0.73, 3.20, 2.30], [-1.77, 1.67, -2.08], [0.41, 0.87, -1.39], [0.45, -0.63, 0.68], [-2.31, -2.91, 0.57], [-3.22, -2.18, -0.22], [4.99, 1.04, -0.45], [-0.23, 2.64, 1.38], [-1.59, -0.44, -0.55], [-2.85, -0.90, -0.77], [-1.06, -2.40, 0.85], [-0.63, -1.10, 0.34], [-1.00, 2.09, 0.27], [5.73, 1.65, -0.96], [5.40, 0.16, 0.03]],
  "lowdin_spin": [1.7681, 0.0230, 0.0454, -0.0254, 0.0781, 0.0832, 0.0014, 0.1090, 0.1402, 0.0571, 0.0590, 0.1444, 0.2663, -0.0295, 0.2264, -0.0021, 0.0533, 0.0912, 0.0331, 0.1828, 0.0784, 0.6164, -0.0004, 0.0006],
  "e_tot_ha": -4031.57492,
  "charge": 1,
  "homo_ev": [-12.272, -12.423],
  "e_above_lowest_ev": 12.511,
  "lumo_energy_ev": [-3.57, -6.32],
  "spin_multiplicity": 5
}